[1]
{"formula": "C19H41FNO5S", "method": "the ωB97M-V functional and the def2-TZVPD basis", "spin_multiplicity": 1, "charge": 1, "max_force_ev_per_a": 5.21, "e_tot_ha": -1676.93865, "gap_ev": 8.123, "symbols": ["C", "C", "O", "C", "O", "N", "C", "C", "C", "F", "C", "C", "C", "C", "C", "S", "C", "C", "H", "H", "H", "H", "H", "H", "H", "H", "H", "H", "H", "H", "H", "H", "H", "H", "H", "H", "H", "H", "H", "H", "H", "H", "H", "H", "H", "C", "O", "C", "C", "O", "C", "C", "O", "C", "H", "H", "H", "H", "H", "H", "H", "H", "H", "H", "H", "H", "H", "H"], "positions_angstrom": [[1.666873, 1.925775, 4.011301], [2.221378, 2.697323, 2.634837], [2.936390, 3.925860, 3.011836], [0.901501, 2.920787, 1.687510], [1.064934, 3.896380, 0.602415], [1.397722, 3.326828, -0.566542], [2.724302, 2.612762, -0.724671], [4.118380, 3.384978, -0.335533], [5.464472, 2.605293, -0.941875], [5.305605, 1.154814, -0.623656], [2.805320, 2.521919, -2.392924], [1.197704, 2.204296, -2.728276], [0.978398, 0.781110, -3.510816], [1.749212, -0.505755, -2.852129], [0.798658, -1.260496, -1.705154], [1.339070, -3.052941, -1.598309], [0.373362, 2.517744, -1.343037], [-1.183591, 3.025315, -1.402643], [2.519345, 1.723045, 4.787319], [0.857408, 2.674665, 4.467723], [1.091213, 0.929806, 3.691699], [2.896472, 1.896179, 2.089079], [2.254598, 4.622485, 3.270153], [0.053321, 3.360050, 2.403766], [0.524861, 1.862624, 1.361113], [1.530303, 4.170723, -1.202100], [2.752245, 1.453606, -0.449653], [4.284495, 3.424862, 0.833583], [4.092764, 4.520419, -0.689373], [5.612065, 2.826688, -2.083163], [6.396916, 2.989073, -0.343167], [2.989385, 3.580345, -2.898407], [3.594327, 1.787554, -2.860931], [0.753324, 3.012673, -3.467345], [1.327531, 0.835714, -4.650534], [-0.180046, 0.514395, -3.563696], [2.017951, -1.235063, -3.750414], [2.758173, -0.264624, -2.311491], [1.027909, -0.728810, -0.663668], [-0.329920, -1.105474, -1.974315], [2.470501, -3.026742, -0.720931], [0.449649, 1.463889, -0.787238], [-1.620478, 2.950792, -2.488056], [-1.230278, 4.128665, -0.951346], [-1.781853, 2.358554, -0.613455], [-0.736174, -2.683208, 1.877659], [-1.909509, -2.943122, 1.127217], [-1.714208, -3.978059, 0.160167], [-3.060960, -4.549491, -0.289475], [-3.597143, -5.502724, 0.637794], [-4.141905, -4.953425, 1.844566], [-5.496736, -4.273316, 1.628107], [-5.313866, -2.956879, 1.103337], [-6.492861, -2.457515, 0.492228], [0.079003, -2.359719, 1.221166], [-0.955786, -1.884769, 2.590880], [-0.439406, -3.574616, 2.439725], [-1.098223, -4.780027, 0.580744], [-1.197588, -3.535320, -0.698530], [-2.897611, -5.107983, -1.216930], [-3.786172, -3.764925, -0.514976], [-3.425269, -4.293854, 2.338852], [-4.296287, -5.810046, 2.509231], [-6.016602, -4.176821, 2.588208], [-6.103947, -4.875221, 0.944277], [-6.772775, -3.085513, -0.359799], [-6.287130, -1.449409, 0.122514], [-7.310718, -2.412126, 1.215554]], "forces_ev_per_angstrom": [[-1.0, 0.7, -0.9], [-0.8, -1.5, 0.8], [-2.1, -0.7, -0.8], [-0.6, -0.6, 2.8], [-0.7, -0.7, 2.5], [1.3, 1.0, -3.7], [3.8, -1.6, -3.1], [0.3, 0.2, 1.5], [-0.7, 0.5, 0.9], [0.2, 2.9, -1.0], [-2.0, 0.9, -0.3], [-0.3, 1.0, -1.7], [-0.3, -0.7, 0.1], [-0.5, -0.3, 0.0], [1.4, 1.7, -0.1], [0.6, 0.6, 0.8], [-0.2, -4.3, -0.2], [0.7, 0.3, 1.5], [-1.7, 0.4, -1.7], [1.8, -1.7, -0.7], [1.4, 2.1, 0.9], [-0.7, 2.2, 1.1], [1.2, -1.4, -0.4], [1.8, -0.7, -1.8], [0.7, 2.1, 0.2], [-0.1, -0.8, 1.0], [-0.5, 2.8, 0.2], [-0.5, -0.1, -2.4], [0.1, -2.5, 0.5], [-0.3, -1.0, 2.2], [-1.9, -0.9, -1.2], [0.0, -2.0, 1.4], [-1.9, 1.2, 1.3], [1.2, -1.4, 1.3], [-0.7, 0.4, 2.6], [2.4, 0.7, 0.2], [-0.7, 1.4, 2.1], [-1.8, -0.2, -1.2], [-0.7, -1.2, -2.1], [2.1, -0.8, 0.6], [-1.6, 0.5, -1.1], [-0.6, 2.2, -1.0], [0.9, 0.2, 2.3], [0.0, -2.3, -1.3], [1.2, 1.4, -2.1], [-0.4, 0.0, -0.2], [0.2, -0.1, 0.2], [-0.7, 0.4, -0.1], [0.3, -0.4, 0.3], [0.0, 0.5, 0.0], [-0.4, -0.2, -0.3], [0.6, 0.4, 0.2], [-0.1, -0.1, -0.2], [0.4, 0.0, 0.1], [0.1, -0.1, 0.0], [-0.1, -0.1, -0.1], [0.2, 0.0, 0.0], [0.0, 0.0, -0.1], [0.0, -0.2, 0.0], [0.1, 0.0, 0.2], [0.1, 0.1, 0.2], [-0.2, 0.2, -0.1], [0.0, 0.0, -0.2], [-0.1, -0.2, 0.0], [0.0, -0.1, 0.0], [-0.2, 0.0, 0.0], [0.0, -0.1, 0.1], [-0.1, 0.0, -0.1]], "mulliken_charge": [-0.92, 0.13, -0.50, -0.35, -0.32, 0.17, 0.11, -0.64, -0.31, -0.31, -1.18, 0.11, -0.85, -0.29, -0.37, -0.20, 0.62, -1.07, 0.32, 0.30, 0.19, 0.22, 0.37, 0.39, 0.23, 0.57, 0.27, 0.24, 0.26, 0.29, 0.35, 0.25, 0.42, 0.37, 0.35, 0.34, 0.37, 0.19, -0.10, 0.33, 0.17, -0.43, 0.35, 0.29, 0.28, -0.57, -0.21, -0.07, -0.53, -0.46, -0.34, -0.59, -0.23, -0.78, 0.08, 0.20, 0.38, 0.39, -0.05, 0.39, 0.20, 0.14, 0.39, 0.43, 0.36, 0.33, 0.22, 0.32]}

[2]
{"formula": "C19H41IN8O2P2S", "method": "the ωB97M-V functional and the def2-TZVPD basis", "spin_multiplicity": 1, "charge": 0, "max_force_ev_per_a": 8.66, "e_tot_ha": -2715.03390, "gap_ev": 5.966, "symbols": ["C", "N", "C", "P", "O", "N", "C", "C", "N", "C", "C", "H", "H", "H", "H", "H", "H", "H", "H", "H", "H", "H", "H", "H", "H", "H", "H", "H", "H", "C", "N", "C", "P", "O", "N", "C", "C", "N", "C", "C", "H", "H", "H", "H", "H", "H", "H", "H", "H", "H", "H", "H", "H", "H", "H", "H", "H", "H", "C", "C", "C", "C", "I", "C", "C", "N", "S", "N", "C", "H", "H", "H", "H", "H"], "positions_angstrom": [[-0.852962, -4.139117, 2.053357], [-0.942174, -2.756259, 1.620989], [-1.101018, -1.908826, 2.805861], [-1.691246, -2.111526, 0.231800], [-0.505313, -1.150365, -0.027576], [-1.321774, -3.016115, -1.193992], [-0.259394, -4.019060, -1.212421], [-1.131615, -2.167084, -2.385688], [-3.054563, -3.216452, 0.529971], [-3.276766, -4.525065, -0.078949], [-4.298819, -2.442985, 0.401257], [-1.796093, -4.512190, 2.464461], [-0.090679, -4.251974, 2.834691], [-0.526459, -4.811309, 1.264824], [-2.106894, -2.009263, 3.226994], [-0.944870, -0.854392, 2.555900], [-0.365983, -2.152272, 3.582826], [0.667797, -3.650166, -0.751366], [-0.025949, -4.342894, -2.234559], [-0.570187, -4.937101, -0.715785], [-0.125774, -1.733361, -2.419640], [-1.857061, -1.346538, -2.402256], [-1.283265, -2.745938, -3.304850], [-3.407701, -4.474096, -1.165114], [-4.182595, -4.987169, 0.333373], [-2.479514, -5.230775, 0.155994], [-4.491491, -2.183327, -0.645157], [-4.225319, -1.511619, 0.973369], [-5.160806, -2.989807, 0.798607], [0.998121, 1.464099, 2.255948], [0.248810, 2.595525, 1.740577], [0.074064, 2.417542, 0.296596], [0.318516, 4.233194, 2.209421], [-1.223038, 4.369390, 2.158398], [0.318552, 4.425765, 3.927149], [-0.004063, 3.317777, 4.823348], [-0.469932, 5.587887, 4.379829], [2.090647, 4.076627, 2.268076], [2.912343, 3.807697, 3.444986], [2.669360, 5.234622, 1.570129], [2.036126, 1.454937, 1.909325], [0.540593, 0.519071, 1.936754], [0.992567, 1.408640, 3.340901], [1.014541, 2.593344, -0.236157], [-0.670731, 3.117390, -0.096067], [-0.289560, 1.412295, 0.050689], [-0.907083, 2.776965, 4.506466], [-0.157420, 3.662047, 5.853926], [0.826444, 2.618176, 4.906140], [-1.541289, 5.361066, 4.421405], [-0.328536, 6.442662, 3.709598], [-0.151660, 5.909486, 5.378932], [2.842987, 4.594873, 4.203301], [3.968986, 3.726866, 3.160295], [2.678433, 2.845316, 3.900992], [2.541022, 6.149804, 2.157920], [2.173179, 5.379990, 0.604297], [3.734659, 5.091694, 1.358871], [3.541454, -2.651987, -5.491812], [2.336824, -1.525688, -5.438570], [2.803053, 0.048081, -5.282094], [1.581309, 1.179570, -5.264327], [2.157592, 3.298254, -5.060184], [-0.025333, 0.742726, -5.420250], [-0.490222, -0.835657, -5.553361], [-1.872706, -1.459663, -5.664763], [-1.454578, -3.165401, -5.719933], [0.285896, -3.384023, -5.680769], [0.750638, -1.932666, -5.557805], [3.185744, -3.471992, -6.278420], [3.825754, -3.102339, -4.447660], [4.472278, -2.105064, -5.995693], [3.924344, 0.371324, -5.190603], [-0.850198, 1.576826, -5.392720]], "forces_ev_per_angstrom": [[-0.5, -0.2, -0.2], [1.2, 0.1, 1.9], [0.2, 0.5, -0.3], [6.5, -5.6, -0.8], [-3.3, 3.1, 0.6], [0.0, -0.8, -1.9], [0.1, -0.1, 0.4], [-0.2, 0.2, 0.2], [-3.4, 2.1, 0.4], [0.5, -0.2, -0.8], [-0.4, 0.0, 0.4], [-0.2, -0.1, 0.1], [-0.1, 0.4, -0.1], [-0.1, 0.1, -0.2], [-0.1, -0.1, 0.3], [-0.1, -0.1, -0.1], [-0.1, -0.1, -0.2], [0.0, -0.1, 0.0], [-0.2, 0.4, 0.0], [0.1, 0.0, 0.2], [-0.1, 0.1, 0.0], [0.1, 0.0, 0.0], [0.0, -0.1, 0.5], [0.1, -0.1, 0.1], [0.0, 0.5, 0.3], [0.1, 0.3, -0.1], [-0.3, 0.0, 0.0], [0.1, 0.1, 0.0], [0.1, 0.0, -0.1], [0.5, 0.1, 0.1], [-0.8, -1.6, -1.0], [-0.6, 0.3, -0.1], [-2.4, -6.2, 5.5], [1.1, 3.2, -3.1], [0.2, 0.8, 2.1], [0.1, -0.4, -0.2], [0.1, 0.1, -0.3], [1.7, 2.7, -2.4], [-0.4, 0.2, 0.8], [0.3, -0.1, -0.4], [0.2, -0.1, 0.0], [-0.1, 0.4, -0.3], [0.1, 0.3, 0.1], [0.2, -0.1, -0.2], [0.1, 0.0, 0.1], [0.2, 0.1, 0.2], [0.1, 0.0, 0.1], [-0.1, 0.3, -0.3], [0.0, -0.1, -0.2], [0.0, 0.1, -0.1], [-0.1, -0.1, 0.0], [0.1, -0.2, -0.1], [0.0, -0.1, 0.0], [-0.2, 0.1, -0.5], [-0.3, 0.2, 0.0], [0.2, 0.2, -0.1], [-0.1, 0.0, 0.0], [-0.1, 0.0, 0.1], [-0.7, 0.8, -1.4], [-0.1, 3.4, 0.5], [-4.8, -2.5, -0.5], [-2.4, -4.3, -0.6], [-0.7, -2.0, -0.2], [3.0, -1.0, 0.3], [1.5, -0.6, 0.1], [7.0, -0.9, 0.4], [2.0, 2.0, -0.3], [-2.0, 6.9, 0.5], [-0.5, -0.5, 0.0], [0.8, 1.6, 2.0], [-0.7, 0.9, -2.1], [-2.0, -1.2, 1.3], [-2.5, -0.8, -0.2], [1.9, -1.8, -0.1]], "mulliken_charge": [-0.91, 0.22, -1.07, 0.89, -0.85, 0.25, -1.08, -0.97, -0.04, -0.90, -1.14, 0.33, 0.37, 0.20, 0.33, 0.20, 0.37, 0.31, 0.34, 0.24, 0.38, 0.39, 0.07, 0.28, 0.38, 0.25, 0.37, 0.36, 0.37, -0.30, 0.26, -0.82, 0.79, -0.80, 0.16, -1.06, -1.11, -0.01, -0.95, -1.14, 0.32, -0.19, 0.11, 0.35, 0.32, 0.02, 0.29, 0.39, 0.26, 0.35, 0.35, 0.34, 0.31, 0.39, 0.27, 0.38, 0.37, 0.35, -0.94, 0.57, -0.45, -0.23, 0.06, -0.43, 0.53, -0.43, 0.15, -0.46, 0.27, 0.29, 0.25, 0.32, 0.26, 0.28]}